(1)
87
Properties=species:S:1:pos:R:3 method="wB97M-V/def2-TZVPD" e_homo_ev="-4.1 / -4.1" gap_ha="0.2323 / 0.2324" total_charge=-1 spin_multiplicity=2 relative_energy_kcal_mol=18.27
Ti -0.04 0.80 0.38
C 0.27 -0.33 2.55
C -0.98 -1.03 2.55
C -0.74 -2.28 1.90
C 0.63 -2.31 1.56
C 1.28 -1.14 1.99
C 2.77 -1.03 2.31
C 3.65 -1.62 1.21
C 2.99 -1.85 3.59
C 3.21 0.40 2.59
C -1.64 -3.49 1.57
C -0.82 -4.57 0.85
C -2.79 -3.13 0.63
C -2.21 -4.19 2.81
C -2.07 -0.52 3.51
C -1.91 0.99 3.74
C -1.85 -1.16 4.89
C -3.52 -0.76 3.07
H 0.47 0.54 3.16
H 1.14 -3.16 1.13
H 3.39 -2.66 1.00
H 4.70 -1.60 1.53
H 3.58 -1.04 0.29
H 2.70 -2.89 3.45
H 2.38 -1.45 4.41
H 4.04 -1.81 3.90
H 3.15 1.03 1.69
H 4.25 0.40 2.94
H 2.60 0.87 3.36
H -0.36 -4.18 -0.06
H -1.48 -5.40 0.58
H -0.03 -4.97 1.49
H -2.41 -2.78 -0.33
H -3.41 -2.32 1.01
H -3.43 -4.00 0.45
H -1.41 -4.41 3.53
H -2.67 -5.14 2.52
H -2.96 -3.60 3.32
H -1.03 1.21 4.35
H -2.78 1.37 4.29
H -1.82 1.56 2.82
H -0.82 -0.96 5.22
H -1.99 -2.23 4.89
H -2.53 -0.72 5.62
H -3.73 -0.29 2.11
H -4.20 -0.32 3.81
H -3.77 -1.81 3.00
N 1.85 -2.24 -1.41
N 0.57 -2.61 -1.83
C -0.46 -1.77 -1.98
N -1.55 -2.20 -2.60
N -0.29 -0.53 -1.49
N -0.75 0.52 -2.19
O -1.20 0.45 -3.32
O -0.57 1.59 -1.59
H 2.13 -1.41 -1.94
H 1.79 -1.96 -0.43
H 0.42 -3.60 -1.95
H -1.59 -3.12 -2.99
H -2.41 -1.67 -2.43
S 0.76 2.74 1.47
C 1.99 3.41 0.41
C 2.35 4.75 0.54
C 3.35 5.30 -0.25
C 4.01 4.51 -1.18
C 3.66 3.17 -1.31
C 2.66 2.61 -0.53
S 2.24 0.91 -0.71
H 1.83 5.36 1.26
H 3.62 6.35 -0.14
H 4.80 4.92 -1.80
H 4.17 2.55 -2.04
O -2.30 3.27 1.54
C -2.85 2.38 0.93
N -2.27 1.22 0.40
C -3.26 0.53 -0.26
O -3.15 -0.51 -0.90
C -4.58 1.22 -0.09
C -5.84 0.89 -0.51
C -6.87 1.77 -0.19
C -6.62 2.94 0.53
C -5.33 3.26 0.95
C -4.33 2.37 0.62
H -6.02 -0.02 -1.07
H -7.89 1.55 -0.50
H -7.44 3.60 0.77
H -5.12 4.16 1.51

=====

(2)
81
Properties=species:S:1:pos:R:3 method="wB97M-V/def2-TZVPD" e_homo_ev="-0.3 / -2.1" gap_ha="0.0848 / 0.1505" total_charge=-1 spin_multiplicity=3 relative_energy_kcal_mol=0.00
C 0.44 -0.85 -5.29
C 0.05 -1.38 -3.90
C 0.22 0.69 -5.23
C -0.88 0.88 -4.16
H -0.09 1.02 -6.23
H 1.16 1.18 -4.97
C -1.16 -0.51 -3.52
H 0.89 -1.18 -3.22
H -0.17 -2.45 -3.93
C -1.36 -0.28 -2.03
H -2.07 -0.98 -3.94
H -1.80 1.24 -4.64
C -0.60 1.79 -2.91
C 1.80 -1.32 -5.78
C -0.39 -1.53 -6.38
O -0.84 -0.97 -7.37
O 2.60 -1.93 -5.09
O 1.95 -1.09 -7.10
O -0.52 -2.85 -6.12
C -0.55 -3.75 -7.24
H -0.19 -4.70 -6.84
H 0.12 -3.39 -8.04
H -1.56 -3.86 -7.63
C 3.19 -1.52 -7.67
H 4.04 -0.97 -7.24
H 3.11 -1.30 -8.73
H 3.35 -2.59 -7.50
O -1.14 1.10 -1.73
H -0.66 -0.87 -1.40
H -2.39 -0.55 -1.73
C -1.33 3.12 -3.05
C 0.88 2.04 -2.62
H 1.33 2.67 -3.39
H 1.45 1.10 -2.53
H 0.98 2.56 -1.66
H -1.25 3.72 -2.13
H -2.39 2.96 -3.28
H -0.89 3.70 -3.87
W 0.02 -0.71 2.96
C -1.97 -0.85 3.77
C -2.03 -0.38 2.42
C -1.47 -1.41 1.58
H -2.51 0.54 2.08
C -1.11 -2.53 2.42
C -1.40 -2.17 3.78
H -1.26 -2.79 4.66
H -2.36 -0.34 4.65
H -1.41 -1.36 0.50
H -0.76 -3.50 2.09
C 2.62 0.05 2.68
C 2.38 -0.94 3.68
C 1.80 -2.10 3.04
H 2.64 -0.89 4.74
C 1.64 -1.77 1.62
C 2.20 -0.46 1.42
H 2.32 0.02 0.44
H 3.09 1.01 2.86
H 1.65 -3.08 3.50
H 1.28 -2.43 0.84
C -1.69 1.60 7.31
N -1.14 0.46 6.57
C -1.27 -0.78 7.34
C 0.22 0.72 6.07
C 0.20 1.77 5.00
C 0.31 3.11 5.39
C 0.19 4.12 4.44
C 0.00 3.78 3.09
C -0.09 2.45 2.70
C 0.04 1.44 3.65
H -2.64 1.30 7.75
H -1.85 2.46 6.64
H -1.01 1.92 8.13
H -2.29 -0.80 7.76
H -1.14 -1.65 6.67
H -0.53 -0.84 8.15
H 0.90 1.05 6.89
H 0.62 -0.23 5.67
H 0.50 3.37 6.44
H 0.27 5.16 4.74
H -0.05 4.57 2.34
H -0.22 2.18 1.65

=====

(3)
100
Properties=species:S:1:pos:R:3 method="wB97M-V/def2-TZVPD" e_homo_ev="-15.5 / -15.5" gap_ha="0.1638 / 0.1637" total_charge=+3 spin_multiplicity=1 relative_energy_kcal_mol=0.00
Re 2.17 -0.82 0.98
Br 1.97 -0.23 5.19
B 2.18 1.25 3.96
B 1.37 2.80 4.26
C 2.39 3.95 3.58
B 3.12 2.67 4.41
B 3.85 3.38 2.94
B 2.54 3.93 1.87
B 1.01 3.57 2.69
B 0.88 1.83 2.89
Br -0.89 0.99 2.88
B 1.60 2.51 1.40
Br 0.61 2.32 -0.28
B 3.39 2.42 1.55
Br 4.64 2.34 0.05
B 3.74 1.61 3.13
Br 5.36 0.59 3.48
B 2.32 1.05 2.13
Br 3.87 -1.79 2.09
H 0.70 3.03 5.20
H 2.42 4.92 4.06
H 3.66 2.81 5.45
H 4.86 3.98 3.02
H 2.66 4.92 1.25
H 0.09 4.30 2.59
C 5.73 -0.93 -4.31
N 4.64 -0.36 -3.51
N 4.44 -0.72 -2.21
C 3.34 -0.07 -1.78
O 3.04 -0.12 -0.49
C 2.82 0.69 -2.81
C 3.67 0.48 -3.89
C 3.63 1.06 -5.26
C 5.31 -1.58 -1.46
C 4.89 -2.87 -1.19
C 5.72 -3.70 -0.45
C 6.96 -3.24 -0.02
C 7.37 -1.94 -0.31
C 6.54 -1.09 -1.04
H 5.99 -1.90 -3.91
H 6.59 -0.27 -4.28
H 5.37 -1.04 -5.33
H 1.98 1.36 -2.77
H 2.88 1.84 -5.31
H 3.38 0.30 -6.00
H 4.59 1.49 -5.53
H 3.93 -3.22 -1.56
H 5.42 -4.72 -0.24
H 7.61 -3.89 0.54
H 8.33 -1.58 0.03
H 6.84 -0.08 -1.25
I 0.26 -1.51 2.38
C -0.36 -2.01 -2.36
C -0.20 -1.34 -1.03
O 1.03 -1.51 -0.53
N -1.06 -0.67 -0.35
Te -2.83 -0.19 -1.20
C -4.18 -1.82 -1.11
C -5.40 -1.44 -1.70
C -5.67 -0.05 -2.23
C -6.40 -2.40 -1.80
C -6.22 -3.70 -1.34
C -7.31 -4.72 -1.46
C -5.00 -4.03 -0.77
C -3.97 -3.11 -0.63
C -2.73 -3.59 0.08
C -3.47 1.00 0.39
C -3.91 0.46 1.60
C -3.81 -1.01 1.94
C -4.42 1.33 2.55
C -4.50 2.70 2.33
C -5.10 3.61 3.36
C -4.03 3.21 1.12
C -3.52 2.38 0.13
C -3.09 3.01 -1.17
H 0.47 -2.68 -2.57
H -0.41 -1.25 -3.15
H -1.29 -2.58 -2.39
H -4.97 0.24 -3.03
H -5.64 0.70 -1.44
H -6.66 -0.01 -2.67
H -7.35 -2.11 -2.25
H -8.17 -4.33 -2.00
H -7.65 -5.04 -0.47
H -6.95 -5.61 -1.98
H -4.85 -5.04 -0.40
H -2.32 -4.48 -0.41
H -2.98 -3.89 1.10
H -1.95 -2.84 0.15
H -2.92 -1.47 1.51
H -4.67 -1.57 1.57
H -3.79 -1.14 3.02
H -4.76 0.92 3.50
H -5.19 3.12 4.33
H -6.10 3.92 3.05
H -4.51 4.52 3.48
H -4.07 4.27 0.95
H -2.96 4.08 -1.05
H -3.84 2.86 -1.95
H -2.14 2.61 -1.54

=====

(4)
90
Properties=species:S:1:pos:R:3 method="wB97M-V/def2-TZVPD" e_homo_ev=-16.4 gap_ha=0.2299 total_charge=+3 spin_multiplicity=1 relative_energy_kcal_mol=0.00
Ta 0.41 0.16 -0.12
C 1.93 -2.29 -3.57
C 2.64 -1.03 -3.05
C 3.87 -0.71 -3.90
C 3.02 -1.22 -1.61
C 4.20 -1.81 -1.18
C 4.17 -1.78 0.20
N 3.03 -1.21 0.59
N 2.29 -0.86 -0.51
B 2.48 -0.98 1.99
N 1.16 -1.76 2.05
C 0.77 -2.68 2.93
C -0.38 -3.29 2.47
C -0.68 -2.66 1.27
N 0.26 -1.72 1.01
C -1.83 -3.00 0.36
C -1.82 -2.08 -0.85
C -1.77 -4.47 -0.05
N 2.21 0.55 2.17
C 2.72 1.33 3.11
C 2.32 2.63 2.88
C 1.53 2.62 1.75
N 1.46 1.32 1.30
C 0.95 3.91 1.20
C 2.06 4.75 0.55
C -0.27 3.87 0.29
H 1.60 -2.14 -4.59
H 2.60 -3.15 -3.55
H 1.06 -2.54 -2.96
H 1.95 -0.20 -3.13
H 4.54 -1.56 -3.98
H 3.56 -0.44 -4.91
H 4.44 0.13 -3.48
H 4.99 -2.21 -1.80
H 4.88 -2.11 0.94
H 3.23 -1.33 2.84
H 1.38 -2.88 3.80
H -0.91 -4.11 2.92
H -2.74 -2.82 0.93
H -0.92 -2.23 -1.45
H -2.68 -2.22 -1.50
H -1.90 -1.04 -0.49
H -0.83 -4.69 -0.56
H -1.85 -5.13 0.81
H -2.59 -4.70 -0.73
H 3.35 0.91 3.88
H 2.57 3.50 3.47
H 0.65 4.43 2.11
H 2.37 4.33 -0.40
H 1.69 5.75 0.36
H 2.94 4.83 1.19
H -0.05 3.43 -0.67
H -1.11 3.36 0.75
H -0.57 4.90 0.10
N -3.59 0.88 0.74
C -2.81 0.30 1.64
S -1.13 0.77 1.84
N -3.29 -0.57 2.50
C -4.69 -0.91 2.66
C -5.28 -0.69 3.90
C -6.62 -1.03 4.07
C -7.34 -1.57 3.01
C -6.74 -1.79 1.78
C -5.40 -1.46 1.60
H -3.22 1.68 0.24
H -4.59 0.73 0.77
H -2.64 -0.95 3.17
H -4.72 -0.26 4.71
H -7.09 -0.87 5.02
H -8.38 -1.83 3.15
H -7.30 -2.22 0.97
H -4.92 -1.67 0.65
C -1.92 0.85 -3.31
C -1.03 0.63 -2.16
O -1.20 1.21 -1.01
O -0.03 -0.15 -2.16
H -2.96 0.75 -3.00
H -1.68 0.16 -4.12
H -1.80 1.89 -3.66
Br 5.81 2.46 -1.19
C 4.02 2.50 -1.75
C 3.62 3.24 -2.85
C 2.27 3.20 -3.18
C 1.41 2.42 -2.44
N 1.79 1.71 -1.37
C 3.09 1.77 -1.04
H 4.32 3.83 -3.42
H 1.88 3.76 -4.02
H 0.36 2.40 -2.72
H 3.43 1.19 -0.20

=====

(5)
86
Properties=species:S:1:pos:R:3 method="wB97M-V/def2-TZVPD" e_homo_ev=-11.5 gap_ha=0.0552 total_charge=+2 spin_multiplicity=1
C 4.68 5.39 0.01
C 5.33 4.40 -0.13
C 6.10 3.19 -0.34
C 5.55 2.39 -1.53
C 5.96 0.89 -1.45
C 4.72 0.06 -1.25
C 3.97 -0.40 -2.32
C 2.79 -1.10 -2.13
C 2.00 -1.52 -3.36
N 1.66 -0.41 -4.27
C 1.18 0.79 -3.56
C 2.35 -1.40 -0.84
C 3.12 -0.93 0.23
C 4.28 -0.21 0.03
S 2.60 -1.27 1.86
C 0.88 -1.31 1.65
C 0.08 -0.92 2.72
O 0.73 -0.47 3.86
C -1.30 -0.93 2.61
C -2.25 -0.48 3.69
C -2.43 1.07 3.56
C -1.86 -0.87 5.13
C -3.04 -0.53 6.08
C -2.77 0.65 7.02
C -1.84 -1.35 1.39
B -3.42 -1.39 1.20
O -4.04 -0.27 0.72
C -4.26 -2.67 1.61
C -3.49 -4.01 1.61
C -1.05 -1.74 0.30
C -1.68 -2.16 -1.01
C -2.09 -0.93 -1.87
C -2.00 -1.26 -3.37
C -3.10 -0.51 -4.16
S -2.48 0.48 -5.54
C -2.15 2.00 -4.79
N -2.64 2.52 -3.71
N -2.04 3.74 -3.57
C -1.23 3.89 -4.56
O -1.26 2.81 -5.38
C 0.34 -1.74 0.43
N 1.16 -2.14 -0.66
H 3.92 6.15 -0.09
H 6.05 2.63 0.59
H 7.11 3.52 -0.56
H 5.85 2.82 -2.47
H 4.46 2.44 -1.48
H 6.49 0.59 -2.35
H 6.60 0.72 -0.59
H 4.29 -0.21 -3.33
H 2.63 -2.19 -3.93
H 1.11 -2.07 -3.09
H 2.53 -0.13 -4.71
H 0.52 1.36 -4.22
H 2.01 1.45 -3.32
H 0.63 0.54 -2.66
H 4.84 0.13 0.90
H 1.06 -1.24 4.34
H -3.24 -0.91 3.53
H -1.81 1.45 2.75
H -3.45 1.28 3.25
H -2.20 1.58 4.48
H -1.64 -1.94 5.18
H -1.03 -0.28 5.46
H -3.93 -0.32 5.49
H -3.30 -1.40 6.69
H -2.67 0.33 8.05
H -3.58 1.37 7.00
H -1.84 1.17 6.78
H -4.80 -0.55 0.19
H -5.13 -2.72 0.96
H -4.61 -2.51 2.63
H -2.68 -4.02 0.88
H -4.15 -4.83 1.34
H -3.03 -4.19 2.57
H -0.98 -2.71 -1.62
H -2.53 -2.82 -0.84
H -1.48 -0.07 -1.63
H -3.12 -0.68 -1.63
H -1.06 -0.95 -3.79
H -2.15 -2.33 -3.52
H -3.79 -1.20 -4.62
H -3.70 0.12 -3.51
H -0.59 4.72 -4.78
H 1.32 -3.14 -0.67
Ti 4.02 7.67 0.46